Record 1
{
  "formula": "C5H12N2O2",
  "method": "ωB97M-V with the def2-TZVPD basis set",
  "species": ["C", "C", "N", "H", "H", "H", "H", "H", "H", "H", "C", "C", "C", "O", "N", "O", "H", "H", "H", "H", "H"],
  "xyz": [[-1.30, 0.58, -0.50], [-2.75, 0.11, -0.54], [-0.92, 0.99, 0.89], [-1.45, 1.80, 1.21], [-1.09, 0.22, 1.53], [-1.16, 1.46, -1.12], [-0.37, -0.20, -0.78], [-3.07, -0.04, -1.57], [-2.89, -0.80, 0.04], [-3.42, 0.87, -0.13], [1.15, -1.46, 0.90], [2.24, 0.90, -0.35], [1.69, -0.86, -0.38], [1.55, 1.62, 0.42], [2.45, -1.63, -1.05], [3.01, 1.16, -1.21], [0.39, 1.29, 0.80], [2.95, -1.13, -1.79], [0.08, -1.64, 0.76], [1.63, -2.42, 1.11], [1.28, -0.81, 1.77]],
  "lowdin_charge": [-0.259, -0.096, 0.030, 0.128, 0.110, 0.118, 0.147, 0.077, 0.075, 0.078, -0.098, -0.539, -0.317, -0.009, 0.112, 0.077, 0.116, 0.051, 0.052, 0.075, 0.073],
  "homo_lumo_gap_ev": 8.7,
  "largest_force_ev_per_a": 4.562,
  "lumo_energy_ha": 0.01199,
  "total_charge": 0,
  "total_energy_ha": -457.63841
}


Record 2
{
  "formula": "C49H103F3N4O5",
  "method": "ωB97M-V with the def2-TZVPD basis set",
  "species": ["O", "C", "O", "O", "H", "C", "C", "C", "C", "N", "C", "C", "C", "C", "C", "C", "C", "H", "H", "H", "H", "H", "H", "H", "H", "H", "H", "H", "H", "H", "H", "H", "H", "H", "H", "H", "H", "H", "H", "H", "H", "C", "C", "C", "C", "N", "C", "C", "C", "C", "C", "C", "C", "H", "H", "H", "H", "H", "H", "H", "H", "H", "H", "H", "H", "H", "H", "H", "H", "H", "H", "H", "H", "H", "H", "H", "H", "C", "C", "C", "C", "N", "C", "C", "C", "C", "C", "C", "C", "H", "H", "H", "H", "H", "H", "H", "H", "H", "H", "H", "H", "H", "H", "H", "H", "H", "H", "H", "H", "H", "H", "H", "H", "C", "C", "C", "C", "N", "C", "C", "C", "C", "C", "C", "C", "H", "H", "H", "H", "H", "H", "H", "H", "H", "H", "H", "H", "H", "H", "H", "H", "H", "H", "H", "H", "H", "H", "H", "H", "C", "O", "O", "C", "F", "F", "F", "C", "C", "H", "H", "H", "H", "H", "H"],
  "xyz": [[-10.49, -7.92, 21.51], [-10.08, -7.11, 20.49], [-11.02, -6.44, 19.94], [-8.88, -7.14, 20.14], [-11.42, -7.62, 21.52], [-17.63, -10.41, 16.65], [-16.50, -11.27, 17.24], [-15.18, -10.46, 17.18], [-14.22, -10.82, 18.33], [-12.89, -10.04, 18.32], [-13.14, -8.54, 18.13], [-12.96, -8.30, 16.66], [-11.75, -9.19, 16.38], [-11.96, -10.48, 17.18], [-12.29, -10.26, 19.71], [-12.18, -11.71, 20.21], [-11.81, -11.73, 21.68], [-18.62, -10.80, 16.90], [-17.60, -10.17, 15.59], [-17.70, -9.51, 17.26], [-16.39, -12.21, 16.69], [-16.72, -11.64, 18.24], [-15.42, -9.40, 17.22], [-14.69, -10.53, 16.20], [-13.92, -11.87, 18.25], [-14.73, -10.58, 19.26], [-12.33, -8.05, 18.68], [-14.12, -8.29, 18.55], [-12.68, -7.30, 16.34], [-13.78, -8.51, 15.97], [-10.80, -8.78, 16.73], [-11.63, -9.34, 15.31], [-11.05, -10.92, 17.57], [-12.48, -11.29, 16.68], [-12.91, -9.66, 20.37], [-11.34, -9.72, 19.79], [-11.47, -12.23, 19.56], [-13.11, -12.27, 20.24], [-12.52, -11.20, 22.31], [-10.87, -11.17, 21.78], [-11.70, -12.73, 22.09], [-8.73, -2.75, 20.61], [-9.49, -2.30, 19.34], [-9.10, -2.88, 17.98], [-9.01, -4.41, 17.99], [-8.58, -4.89, 16.64], [-7.12, -4.73, 16.33], [-6.32, -5.73, 17.17], [-7.24, -6.97, 17.14], [-8.63, -6.43, 16.65], [-9.32, -4.36, 15.41], [-10.83, -4.31, 15.53], [-11.45, -3.99, 14.15], [-7.68, -2.89, 20.35], [-9.06, -3.69, 21.06], [-8.82, -1.98, 21.37], [-9.36, -1.22, 19.21], [-10.55, -2.48, 19.55], [-8.10, -2.46, 17.89], [-9.78, -2.43, 17.27], [-9.97, -4.82, 18.32], [-8.27, -4.82, 18.68], [-6.96, -4.91, 15.27], [-6.76, -3.73, 16.57], [-5.29, -5.84, 16.83], [-6.15, -5.37, 18.19], [-6.83, -7.66, 16.41], [-7.35, -7.40, 18.13], [-8.71, -6.70, 15.60], [-9.46, -6.76, 17.27], [-8.99, -4.97, 14.58], [-8.86, -3.37, 15.32], [-11.21, -3.56, 16.22], [-11.19, -5.31, 15.81], [-11.12, -3.01, 13.81], [-12.52, -3.89, 14.28], [-11.25, -4.76, 13.42], [-20.66, -6.54, 20.75], [-19.55, -5.71, 21.38], [-18.47, -5.34, 20.36], [-17.26, -4.64, 20.99], [-16.25, -4.21, 19.94], [-15.57, -5.43, 19.37], [-14.19, -5.03, 18.94], [-13.80, -3.95, 19.96], [-15.10, -3.51, 20.67], [-16.79, -3.28, 18.81], [-17.56, -2.04, 19.16], [-17.92, -1.35, 17.84], [-21.30, -5.97, 20.07], [-21.34, -6.95, 21.50], [-20.36, -7.49, 20.29], [-19.16, -6.23, 22.26], [-20.05, -4.84, 21.81], [-18.87, -4.74, 19.55], [-18.10, -6.29, 19.96], [-16.80, -5.20, 21.80], [-17.60, -3.68, 21.38], [-16.20, -5.84, 18.59], [-15.46, -6.18, 20.16], [-14.11, -4.69, 17.91], [-13.49, -5.87, 18.94], [-13.22, -3.09, 19.62], [-13.06, -4.41, 20.62], [-15.34, -2.45, 20.67], [-15.11, -3.85, 21.70], [-17.38, -3.99, 18.24], [-15.87, -3.09, 18.25], [-16.96, -1.31, 19.70], [-18.53, -2.27, 19.60], [-18.57, -0.48, 17.94], [-18.37, -2.02, 17.11], [-17.04, -0.99, 17.29], [-2.98, -12.87, 21.80], [-3.73, -12.14, 22.92], [-5.16, -11.74, 22.49], [-5.82, -10.71, 23.41], [-7.04, -9.96, 22.86], [-8.27, -10.84, 22.68], [-8.83, -11.06, 24.11], [-8.40, -9.85, 24.89], [-7.54, -9.02, 23.95], [-6.61, -9.18, 21.65], [-5.67, -7.98, 21.89], [-5.52, -7.32, 20.54], [-2.97, -12.34, 20.84], [-3.36, -13.87, 21.60], [-1.95, -12.95, 22.13], [-3.22, -11.22, 23.22], [-3.77, -12.76, 23.82], [-5.85, -12.58, 22.60], [-5.16, -11.42, 21.45], [-5.06, -9.99, 23.70], [-6.20, -11.24, 24.28], [-8.89, -10.21, 22.04], [-7.92, -11.74, 22.17], [-9.89, -11.09, 23.84], [-8.44, -12.00, 24.49], [-9.26, -9.24, 25.15], [-7.79, -10.10, 25.75], [-8.20, -8.32, 23.43], [-6.72, -8.52, 24.45], [-7.52, -8.71, 21.28], [-6.27, -9.89, 20.90], [-4.69, -8.39, 22.17], [-6.07, -7.37, 22.69], [-5.04, -6.34, 20.58], [-6.51, -7.09, 20.11], [-5.12, -7.94, 19.74], [-14.00, -10.21, 27.34], [-13.14, -9.36, 26.52], [-13.33, -10.49, 28.46], [-15.31, -9.37, 27.36], [-15.77, -9.30, 26.07], [-16.27, -10.00, 28.06], [-15.22, -8.14, 27.86], [-12.81, -9.82, 25.26], [-11.98, -8.76, 24.52], [-12.63, -7.91, 24.30], [-11.23, -8.36, 25.20], [-11.48, -8.99, 23.58], [-13.63, -10.12, 24.60], [-12.14, -10.69, 25.39], [-14.13, -11.14, 26.77]],
  "lowdin_charge": [0.032, -0.789, -0.083, -0.025, 0.094, -0.099, -0.224, -0.190, -0.097, -0.187, -0.102, -0.147, -0.136, -0.053, -0.123, -0.217, -0.077, 0.078, 0.081, 0.065, 0.113, 0.113, 0.089, 0.116, 0.132, 0.144, 0.108, 0.127, 0.110, 0.113, 0.107, 0.129, 0.131, 0.132, 0.137, 0.129, 0.118, 0.113, 0.086, 0.049, 0.098, -0.081, -0.244, -0.176, -0.099, -0.206, -0.111, -0.136, -0.114, -0.067, -0.123, -0.219, -0.080, 0.074, 0.069, 0.077, 0.111, 0.093, 0.118, 0.104, 0.122, 0.130, 0.142, 0.138, 0.128, 0.104, 0.118, 0.079, 0.124, 0.111, 0.132, 0.139, 0.104, 0.098, 0.086, 0.075, 0.081, -0.110, -0.244, -0.185, -0.110, -0.207, -0.123, -0.158, -0.120, -0.063, -0.111, -0.210, -0.090, 0.079, 0.081, 0.073, 0.119, 0.117, 0.113, 0.112, 0.144, 0.138, 0.134, 0.147, 0.114, 0.086, 0.111, 0.114, 0.126, 0.134, 0.127, 0.139, 0.118, 0.120, 0.088, 0.083, 0.082, -0.101, -0.232, -0.183, -0.100, -0.209, -0.078, -0.117, -0.126, -0.092, -0.134, -0.189, -0.103, 0.072, 0.078, 0.078, 0.107, 0.116, 0.115, 0.101, 0.126, 0.136, 0.110, 0.131, 0.096, 0.124, 0.105, 0.128, 0.139, 0.137, 0.100, 0.126, 0.112, 0.113, 0.084, 0.035, 0.087, -0.511, -0.114, -0.193, -0.556, 0.078, 0.116, 0.147, -0.339, -0.091, 0.071, 0.068, 0.028, 0.101, 0.111, 0.128],
  "homo_lumo_gap_ev": 3.4,
  "largest_force_ev_per_a": 4.007,
  "lumo_energy_ha": -0.15977,
  "total_charge": 2,
  "total_energy_ha": -2822.96445
}


Record 3
{
  "formula": "C4H10N",
  "method": "ωB97M-V with the def2-TZVPD basis set",
  "species": ["C", "C", "N", "C", "C", "H", "H", "H", "H", "H", "H", "H", "H", "H", "H"],
  "xyz": [[-1.02, -1.41, 0.26], [-0.69, -0.15, 0.08], [-1.15, 0.38, -1.29], [0.31, 0.69, 0.77], [1.79, 0.27, 0.48], [-0.67, -1.94, 1.14], [-1.66, -2.02, -0.36], [-1.95, -0.14, -1.63], [-0.37, 0.14, -1.90], [-1.29, 1.39, -1.35], [0.19, 0.55, 1.86], [0.09, 1.75, 0.69], [2.47, 0.56, 1.28], [1.93, -0.81, 0.44], [2.04, 0.74, -0.47]],
  "lowdin_charge": [0.116, -0.288, 0.242, -0.201, -0.058, 0.098, 0.088, 0.163, 0.175, 0.172, 0.135, 0.120, 0.083, 0.078, 0.076],
  "homo_lumo_gap_ev": 11.1,
  "largest_force_ev_per_a": 2.490,
  "lumo_energy_ha": -0.13738,
  "smiles": "C=C([NH3+])CC",
  "total_charge": 1,
  "total_energy_ha": -212.87475
}